Version a
The following is a quantum chemistry calculation of 2 unconnected molecules or ions with the total composition C2H7NO4, from the OMol25 dataset.

Results
2S+1 = 1
Total charge = 0
LUMO = 0.273 eV
Kohn-Sham gap = 8.4 eV

Geometry (Å):
C 0.041 -0.345 0.914
C 0.551 -0.049 -0.378
N -0.070 -0.744 -1.433
O -1.168 -0.869 1.087
O 0.724 -0.035 2.012
O -1.005 2.031 0.121
O 1.944 -0.134 -0.450
H -1.342 -1.382 0.266
H 0.105 -0.071 2.759
H -1.960 1.890 0.205
H 2.219 0.616 -0.995
H -0.114 1.412 -0.361
H 0.245 -0.568 -2.380
H -0.170 -1.752 -1.369



Version b
The following is a quantum chemistry calculation of 3 unconnected molecules or ions with the total composition C2H7NO4, from the OMol25 dataset.

Results
2S+1 = 1
Total charge = 0
LUMO = 0.230 eV
Kohn-Sham gap = 10.2 eV

Geometry (Å):
O -0.725 2.986 -0.357
C 0.085 2.273 0.151
N 0.036 0.876 0.199
C -0.935 0.095 -0.408
O -1.976 0.479 -0.869
H 1.018 2.641 0.616
H 0.788 0.393 0.676
H -0.657 -0.962 -0.558
H -2.151 -3.919 -1.301
H -2.723 -2.940 -0.272
O -2.156 -3.713 -0.354
H 3.726 0.093 0.889
H 2.787 1.184 0.447
O 2.884 0.515 1.140



version b (279.0 kJ/mol below the next structure)



Version a
The following is a quantum chemistry calculation of 2 unconnected molecules or ions with the total composition C3H6N2O2S, from the OMol25 dataset.

Results
2S+1 = 1
Total charge = 0
LUMO = -0.955 eV
Kohn-Sham gap = 7.6 eV

Geometry (Å):
C 3.653 -0.193 0.128
C 0.215 -0.866 -0.199
C -1.895 0.675 0.094
H 4.032 -1.310 -0.242
H 4.234 0.680 -0.459
H 3.820 -0.243 1.359
H -0.432 -1.787 -0.399
H 1.138 1.471 0.989
H -2.145 1.746 0.542
N 1.424 -0.946 0.036
N -0.554 0.390 0.034
O 2.237 0.125 -0.094
O 0.243 1.543 -0.285
S -3.026 -0.482 0.038



Version b
The following is a quantum chemistry calculation of 2 unconnected molecules or ions with the total composition C3H6N2O2S, from the OMol25 dataset.

Results
2S+1 = 1
Total charge = 0
LUMO = 0.609 eV
Kohn-Sham gap = 8.9 eV

Geometry (Å):
C -0.321 -0.467 0.313
C -0.942 0.954 0.238
C 0.980 0.507 -1.308
N 1.016 -0.344 -0.221
N 0.222 -0.631 -2.817
O -0.645 -0.039 -3.438
O 0.483 -1.801 -2.692
S -0.173 1.789 -1.161
H -0.147 -0.820 1.481
H -0.908 -1.123 -0.396
H -2.069 0.915 -0.039
H -0.639 1.648 1.102
H 1.722 0.658 -2.006
H 1.564 -1.237 -0.379



version b (440.5 kJ/mol below the next structure)



Version a
The following is a quantum chemistry calculation of a molecular structure, C3H6N2O2S, from the OMol25 dataset.

Results
2S+1 = 1
Total charge = 0
LUMO = -0.724 eV
Kohn-Sham gap = 7.6 eV

Geometry (Å):
C 1.802 0.778 0.928
C -0.254 0.059 -0.263
C -1.176 0.160 -1.403
H 1.293 0.328 1.911
H 2.720 0.241 0.931
H 1.990 1.998 1.208
H 0.303 1.323 -1.971
H -2.043 -0.647 -1.348
H -1.796 -1.848 2.386
N 0.927 0.766 -0.148
N -0.799 -0.914 0.285
O 1.431 1.219 -1.326
O -1.433 1.198 -2.118
S -0.348 -1.605 1.744



Version b
The following is a quantum chemistry calculation of 2 unconnected molecules or ions with the total composition C3H6N2O2S, from the OMol25 dataset.

Results
2S+1 = 1
Total charge = 0
LUMO (alpha / beta) = 0.471 / 0.471 eV
Kohn-Sham gap (alpha / beta) = 9.0 / 9.0 eV

Geometry (Å):
C 1.118 1.904 0.150
C -0.756 -1.901 1.110
C -0.035 -0.875 -1.089
N -0.745 -0.316 -1.864
N 0.810 0.784 0.602
O 0.241 2.568 -0.560
O -1.166 0.669 -2.412
S 0.265 -2.296 -0.235
H 2.162 2.426 0.188
H -0.310 -1.001 1.443
H -0.840 -2.686 1.865
H -1.610 -1.575 0.526
H -0.696 2.080 -0.694
H 1.563 0.217 0.970



Version c
The following is a quantum chemistry calculation of C3H6N2O2S in the gas phase, from the OMol25 dataset.

Results
2S+1 = 1
Total charge = 0
LUMO = 0.339 eV
Kohn-Sham gap = 10.1 eV

Geometry (Å):
C -1.624 0.654 -1.754
C -0.515 0.709 -0.845
C 0.598 -1.081 0.752
H -1.003 0.450 -2.661
H -2.327 -0.384 -1.460
H -1.915 1.719 -1.726
H -0.966 -1.271 -0.356
H 1.233 0.926 0.853
H 1.698 -0.365 3.671
N -0.319 -0.532 -0.258
N 1.270 -0.082 1.213
O 0.417 1.718 -0.930
O 0.973 -2.254 0.908
S 2.481 -0.208 2.593



version c (200.5 kJ/mol below the next structure)



Version a
The following is a quantum chemistry calculation of C3H6N2O2S in the gas phase, from the OMol25 dataset.

Results
2S+1 = 1
Total charge = 0
LUMO = 0.748 eV
Kohn-Sham gap = 9.3 eV

Geometry (Å):
C -2.156 -0.378 0.108
C -1.083 0.668 0.221
C 2.307 1.087 -0.135
H -1.077 -1.542 -0.934
H -2.884 -0.021 -0.647
H -2.642 -0.460 1.074
H -1.347 1.689 0.535
H 2.865 2.013 -0.270
H 1.146 -1.529 0.313
N 0.102 0.334 -0.086
N 2.949 0.000 -0.119
O -1.669 -1.646 -0.217
O 0.977 1.396 0.018
S 2.511 -1.610 0.139



Version b
The following is a quantum chemistry calculation of 2 unconnected molecules or ions with the total composition C3H6N2O2S, from the OMol25 dataset.

Results
2S+1 = 1
Total charge = 0
LUMO = -0.258 eV
Kohn-Sham gap = 8.4 eV

Geometry (Å):
C -1.215 -0.562 0.184
C -0.097 1.501 0.054
C 1.368 1.031 0.089
H -2.697 -2.115 -0.291
H -2.441 -0.974 -1.574
H -0.564 1.571 0.976
H -0.329 2.537 -0.296
H 2.033 1.865 0.540
H 2.575 -2.403 0.383
N -2.221 -1.245 -0.483
N 1.740 -0.195 -0.266
O -0.748 -0.680 1.338
O -0.721 0.431 -0.571
S 3.318 -0.764 -0.085



version a (54.6 kJ/mol below the next structure)



Version a
The following is a quantum chemistry calculation of 2 unconnected molecules or ions with the total composition C2HFO3S, from the OMol25 dataset.

Results
2S+1 = 1
Total charge = 0
LUMO = -1.130 eV
Kohn-Sham gap = 8.1 eV

Geometry (Å):
C 0.873 -0.472 0.489
C -0.243 -0.543 1.225
O -0.044 1.960 -1.053
O 1.927 -0.328 0.124
O -0.041 -0.303 -2.026
F -1.398 -0.001 0.688
S -0.807 0.864 -1.645
H -0.267 -1.176 2.196



Version b
The following is a quantum chemistry calculation of C2HFO3S in the gas phase, from the OMol25 dataset.

Results
2S+1 = 1
Total charge = 0
LUMO = -0.153 eV
Kohn-Sham gap = 10.7 eV

Geometry (Å):
C -0.101 0.586 0.850
C -1.520 -2.636 0.058
O -2.526 -2.050 -0.114
O -0.841 1.509 0.737
O -0.521 -0.553 1.367
F -1.157 -3.829 -0.534
S -0.044 -2.084 0.831
H 0.881 0.686 0.658



version b (147.3 kJ/mol below the next structure)



Version a
The following is a quantum chemistry calculation of 2 unconnected molecules or ions with the total composition C2H2BrNO3, from the OMol25 dataset.

Results
2S+1 = 1
Total charge = 0
LUMO = -1.902 eV
Kohn-Sham gap = 8.0 eV

Geometry (Å):
C 1.940 0.947 0.401
C -0.026 -0.252 -0.126
N 0.720 -1.408 0.345
O 0.656 -1.730 1.519
O 1.814 1.743 1.246
O 1.373 -2.001 -0.479
Br 3.486 -0.032 -0.190
H -0.125 -0.378 -1.152
H -0.883 0.270 0.408



Version b
The following is a quantum chemistry calculation of C2H2BrNO3 in the gas phase, from the OMol25 dataset.

Results
2S+1 = 1
Total charge = 0
LUMO = -0.274 eV
Kohn-Sham gap = 11.1 eV

Geometry (Å):
C 1.255 1.253 -0.056
C 0.031 0.395 0.204
N -1.206 1.163 0.072
O -1.826 1.279 1.105
O 1.294 2.410 -0.208
O -1.372 1.643 -1.008
Br 2.838 0.129 0.004
H 0.023 -0.320 1.162
H -0.096 -0.361 -0.598



version b (246.1 kJ/mol below the next structure)



Version a
The following is a quantum chemistry calculation of C3H4ClF in the gas phase, from the OMol25 dataset.

Results
2S+1 = 1
Total charge = 0
LUMO = 0.922 eV
Kohn-Sham gap = 10.0 eV

Geometry (Å):
C -1.071 0.652 0.152
C -0.232 -0.375 -0.134
C 1.203 -0.239 0.020
F -0.771 -1.508 -0.734
Cl -2.746 0.532 -0.007
H -0.861 1.669 0.482
H 1.560 -0.175 -0.917
H 1.440 0.606 0.700
H 1.478 -1.162 0.437



Version b
The following is a quantum chemistry calculation of 2 unconnected molecules or ions with the total composition C3H4ClF, from the OMol25 dataset.

Results
2S+1 = 1
Total charge = 0
LUMO = -0.364 eV
Kohn-Sham gap = 9.5 eV

Geometry (Å):
C 0.658 -0.300 -1.146
C 1.056 -0.766 0.020
C -1.386 1.354 1.463
F -1.252 0.061 1.469
Cl -2.717 1.855 0.544
H 1.359 0.589 -1.512
H -0.201 -0.650 -1.732
H 0.392 -1.505 0.514
H 2.092 -0.638 0.380



version a (290.3 kJ/mol below the next structure)



Version a
The following is a quantum chemistry calculation of 2 unconnected molecules or ions with the total composition C3H4ClF, from the OMol25 dataset.

Results
2S+1 = 1
Total charge = 0
LUMO (alpha / beta) = -0.665 / -0.400 eV
Kohn-Sham gap (alpha / beta) = 9.5 / 9.0 eV

Geometry (Å):
C 0.334 0.899 0.117
C 0.414 -0.616 -0.285
C -0.520 -0.200 0.733
F 1.549 -1.271 -0.118
Cl -2.221 -0.265 0.214
H 1.324 1.177 0.618
H -0.202 1.765 -0.477
H -0.124 -0.976 -2.535
H -0.553 -0.514 1.735



Version b
The following is a quantum chemistry calculation of C3H4ClF in the gas phase, from the OMol25 dataset.

Results
2S+1 = 1
Total charge = 0
LUMO = 0.977 eV
Kohn-Sham gap = 11.1 eV

Geometry (Å):
C -0.614 0.436 -0.410
C -0.216 -0.927 0.091
C 0.727 -1.181 0.978
H -1.627 0.537 -0.009
H -0.605 0.332 -1.461
H 1.113 -2.092 1.234
H 0.926 -0.436 1.753
F -0.588 -1.775 -0.947
Cl 0.359 1.627 0.180



version b (462.1 kJ/mol below the next structure)



Version a
The following is a quantum chemistry calculation of 2 unconnected molecules or ions with the total composition C2H3F2NO, from the OMol25 dataset.

Results
2S+1 = 1
Total charge = 0
LUMO = 0.367 eV
Kohn-Sham gap = 8.6 eV

Geometry (Å):
C 1.754 -1.360 -0.913
C -1.530 0.251 0.206
N -0.910 1.282 0.405
O 1.309 -0.897 0.125
F -1.641 -0.388 -0.917
F -2.248 -0.373 1.231
H 2.386 -0.655 -1.487
H -0.778 2.026 1.062
H 1.659 0.115 0.288



Version b
The following is a quantum chemistry calculation of C2H3F2NO in the gas phase, from the OMol25 dataset.

Results
2S+1 = 1
Total charge = 0
LUMO = 0.466 eV
Kohn-Sham gap = 11.0 eV

Geometry (Å):
C 1.197 -0.943 -0.538
C -0.271 -0.200 -0.701
N -0.519 0.853 0.244
O 1.629 -1.218 0.534
F -0.400 0.300 -1.958
F -1.259 -1.122 -0.652
H 1.673 -1.258 -1.537
H -0.504 1.808 -0.083
H -1.512 0.909 0.506



version b (359.9 kJ/mol below the next structure)



Version a
The following is a quantum chemistry calculation of C4H5NS2 in the gas phase, from the OMol25 dataset.

Results
2S+1 = 1
Total charge = 0
LUMO = -0.474 eV
Kohn-Sham gap = 8.5 eV

Geometry (Å):
C 1.500 0.099 -0.653
C -0.434 -1.105 0.889
C -1.839 -0.609 0.510
C -2.016 0.711 -0.155
H 1.796 0.155 -1.678
H 0.062 -0.498 1.668
H -0.462 -2.123 1.242
H -2.356 -0.617 1.452
H -2.319 -1.400 -0.137
N -2.290 1.673 -0.725
S 1.621 1.272 0.478
S 0.632 -1.385 -0.541



Version b
The following is a quantum chemistry calculation of C4H5NS2 in the gas phase, from the OMol25 dataset.

Results
2S+1 = 1
Total charge = 0
LUMO = -0.453 eV
Kohn-Sham gap = 8.6 eV

Geometry (Å):
C -1.879 -0.346 -0.878
C -0.120 0.809 0.533
C 1.311 0.179 0.500
C 1.439 -0.899 -0.587
H -2.582 -0.495 -1.801
H -0.653 0.091 1.218
H 0.047 1.855 1.129
H 1.828 -0.148 1.406
H 2.158 1.004 0.156
N 1.380 -1.872 -1.161
S -1.942 -1.454 0.276
S -0.986 1.275 -0.792



version a (134.6 kJ/mol below the next structure)



Version a
The following is a quantum chemistry calculation of C4H5NS2 in the gas phase, from the OMol25 dataset.

Results
2S+1 = 1
Total charge = 0
LUMO = -1.115 eV
Kohn-Sham gap = 7.9 eV

Geometry (Å):
C 1.933 -0.408 0.571
C 0.746 0.077 -0.251
C -0.721 0.187 0.346
C -1.758 -0.284 -0.461
H 1.996 -0.117 1.693
H 0.808 -0.253 -1.347
H -0.275 1.903 -0.671
H -0.887 -0.149 1.353
H -2.326 0.332 -1.479
N 0.084 1.392 0.206
S 3.120 -1.256 -0.124
S -2.720 -1.424 0.165



Version b
The following is a quantum chemistry calculation of C4H5NS2 in the gas phase, from the OMol25 dataset.

Results
2S+1 = 1
Total charge = 0
LUMO = -1.555 eV
Kohn-Sham gap = 7.4 eV

Geometry (Å):
C -1.766 -0.391 -0.500
C -0.835 0.462 0.315
C 0.641 0.081 -0.237
C 1.889 -0.292 0.481
H -1.856 -0.335 -1.574
H -0.953 0.416 1.386
H -0.002 2.328 0.170
H 0.614 -0.529 -1.247
H 2.017 0.124 1.534
N -0.207 1.437 -0.279
S -2.537 -1.786 0.118
S 2.995 -1.516 -0.166



version a (62.0 kJ/mol below the next structure)



Version a
The following is a quantum chemistry calculation of 2 unconnected molecules or ions with the total composition C3H11N2O2, from the OMol25 dataset.

Results
2S+1 = 1
Total charge = +1
LUMO = -3.311 eV
Kohn-Sham gap = 11.0 eV

Geometry (Å):
N 0.297 0.941 1.253
C 0.293 -0.541 1.049
C -1.142 -1.032 1.110
C 0.920 -0.713 -0.346
N 0.482 -1.672 -1.158
O 1.792 0.082 -0.639
H 0.065 1.410 0.367
H 1.216 1.212 1.592
H -0.410 1.193 1.944
H 0.911 -1.026 1.788
H -1.653 -0.780 2.045
H -1.249 -2.107 1.044
H -1.778 -0.683 0.287
H 0.852 -1.819 -2.093
H -0.366 -2.208 -1.044
H -1.942 2.997 -0.697
H -2.224 2.144 -2.037
O -1.735 2.211 -1.200



Version b
The following is a quantum chemistry calculation of 2 unconnected molecules or ions with the total composition C3H11N2O2, from the OMol25 dataset.

Results
2S+1 = 1
Total charge = +1
LUMO = -3.378 eV
Kohn-Sham gap = 10.6 eV

Geometry (Å):
C -1.653 1.337 -0.206
C 0.570 -0.650 -0.905
C -0.281 -0.139 0.286
N -0.969 -1.237 0.854
N 0.771 0.688 1.104
O 1.580 -1.387 -0.305
O 1.130 0.483 -1.592
H -1.132 2.214 0.094
H -2.542 1.013 0.410
H -1.864 1.206 -1.286
H -0.014 -1.343 -1.524
H -1.162 -1.002 1.885
H -0.300 -2.066 0.801
H 0.357 0.827 2.129
H 1.592 -0.029 0.991
H 0.883 1.637 0.635
H 2.091 -1.891 -0.860
H 0.944 0.339 -2.510



version a (294.7 kJ/mol below the next structure)